[1]
{
  "formula": "C21H43FeN2P3S",
  "method": "ωB97M-V/def2-TZVPD",
  "symbols": ["Fe", "P", "P", "P", "H", "C", "C", "H", "C", "C", "C", "C", "C", "C", "C", "C", "C", "H", "H", "H", "H", "H", "H", "H", "H", "H", "H", "H", "H", "H", "H", "H", "H", "H", "H", "H", "H", "H", "H", "H", "H", "H", "H", "H", "H", "H", "C", "C", "C", "C", "C", "C", "S", "H", "H", "H", "H", "H", "H", "C", "C", "N", "C", "C", "N", "H", "H", "H", "H", "H", "H"],
  "xyz": [[0.00000, 0.00000, 0.00000], [1.76060, 1.07230, 0.99240], [-1.75330, 1.48860, 0.15660], [0.48520, 0.77300, -2.12820], [-1.04060, -2.60140, -0.55230], [-0.35880, -1.89200, -1.02530], [1.01620, -1.82920, -0.55020], [1.31680, -2.47830, 0.26760], [2.28720, 0.67530, 2.72690], [1.87490, 2.92140, 1.14510], [3.39970, 0.74660, 0.18700], [-3.40240, 1.04860, -0.58830], [-2.37290, 2.04910, 1.81840], [-1.62370, 3.20380, -0.55300], [1.64720, -0.20970, -3.18200], [1.23170, 2.43880, -2.44710], [-0.92830, 0.83960, -3.32090], [-0.54170, -1.85350, -2.10080], [1.81680, -1.73130, -1.27810], [2.37070, -0.40910, 2.84520], [1.54470, 1.04840, 3.43610], [3.25610, 1.13440, 2.95750], [1.05930, 3.27320, 1.78510], [1.75730, 3.38440, 0.16240], [2.83110, 3.24160, 1.57820], [3.57490, -0.33290, 0.19060], [4.22220, 1.25320, 0.70670], [3.38220, 1.07750, -0.85460], [-4.14810, 1.84000, -0.44090], [-3.76710, 0.12140, -0.14060], [-3.27660, 0.86720, -1.65840], [-3.18420, 2.77750, 1.70570], [-1.54980, 2.51480, 2.36890], [-2.74420, 1.20700, 2.40620], [-2.53330, 3.77790, -0.34210], [-1.48170, 3.17160, -1.63540], [-0.76700, 3.71700, -0.10760], [1.72640, 0.25650, -4.16980], [1.28220, -1.23280, -3.29930], [2.63770, -0.24570, -2.72140], [1.28130, 2.63780, -3.52350], [2.24580, 2.46720, -2.04010], [0.64900, 3.22460, -1.96520], [-0.58330, 1.07770, -4.33350], [-1.65520, 1.59320, -3.01100], [-1.42610, -0.13350, -3.32370], [-0.61580, -2.72080, -7.08180], [-1.78910, -2.98360, -7.80040], [-2.02920, -4.26290, -8.29830], [-1.10960, -5.29080, -8.08850], [0.05880, -5.02710, -7.37240], [0.30940, -3.75240, -6.87000], [-0.23820, -1.12150, -6.41680], [-1.35340, -0.50910, -6.85290], [-2.51290, -2.19140, -7.97040], [-2.94330, -4.45310, -8.85400], [-1.30120, -6.28570, -8.47840], [0.78400, -5.81770, -7.20120], [1.22160, -3.55590, -6.31360], [-0.74370, 0.77340, 4.02160], [-0.76490, -0.52800, 3.27060], [-0.50510, -0.88620, 1.94020], [-0.63710, -2.24900, 2.02120], [-0.98230, -2.66080, 3.26980], [-1.06760, -1.59300, 4.03950], [-1.75290, 1.01010, 4.41810], [-0.09040, 0.64690, 4.91200], [-0.32050, 1.61970, 3.50440], [-0.49970, -2.99620, 1.28490], [-1.14780, -3.67820, 3.59950], [-1.29920, -1.59420, 5.05900]],
  "mulliken_spin": [3.68, 0.01, 0.06, 0.05, 0.00, 0.03, -0.08, 0.01, 0.01, 0.01, 0.01, 0.02, 0.01, 0.01, 0.03, 0.01, 0.05, 0.01, 0.00, 0.00, 0.00, 0.00, 0.00, 0.00, 0.00, 0.00, 0.00, 0.00, 0.00, 0.00, 0.00, 0.00, 0.00, 0.00, 0.00, 0.00, 0.00, 0.00, 0.00, 0.00, 0.00, 0.00, 0.00, 0.01, 0.00, -0.01, 0.19, 0.08, 0.03, 0.22, 0.02, 0.09, 0.36, -0.01, 0.00, 0.00, 0.00, 0.00, 0.00, 0.00, 0.01, 0.05, 0.03, 0.00, 0.01, 0.00, 0.00, 0.00, 0.00, 0.00, 0.00],
  "relative_energy_kcal_mol": 0.0,
  "multiplicity": 6,
  "e_homo_ha": [-0.59401, -0.60008],
  "homo_lumo_gap_ha": [0.304, 0.176],
  "total_charge": 3
}



[2]
{
  "formula": "C30H31N6O2SZr",
  "method": "ωB97M-V/def2-TZVPD",
  "symbols": ["Zr", "N", "C", "C", "N", "C", "H", "H", "H", "H", "S", "C", "C", "C", "N", "C", "C", "C", "C", "C", "N", "C", "C", "H", "H", "H", "H", "H", "H", "H", "H", "C", "C", "C", "C", "C", "C", "N", "C", "C", "C", "C", "C", "C", "H", "H", "H", "H", "H", "H", "H", "H", "H", "H", "O", "C", "O", "C", "N", "C", "C", "C", "H", "H", "H", "H", "H", "H", "H", "H", "H"],
  "xyz": [[0.42201, -0.48799, 0.08985], [-0.37336, -2.85890, 3.60152], [-1.64874, -2.94612, 3.10455], [-1.61507, -2.34718, 1.88924], [-0.32159, -1.89415, 1.63760], [0.39209, -2.22234, 2.72122], [-0.07254, -3.21428, 4.49891], [-2.45651, -3.41784, 3.63667], [-2.42748, -2.21446, 1.19773], [1.43415, -2.00676, 2.88672], [-5.51892, -1.62079, -2.73348], [-3.95748, -1.36224, -2.06590], [-3.58472, -0.03265, -1.76061], [-2.36313, 0.23211, -1.21518], [-1.43991, -0.73441, -0.95809], [-1.78375, -2.00915, -1.27961], [-2.99642, -2.36138, -1.79997], [-5.66681, -3.40931, -2.78628], [-6.44649, -4.02493, -1.82237], [-6.55375, -5.41299, -1.88144], [-5.94315, -6.14423, -2.80262], [-5.22594, -5.53585, -3.73791], [-5.06178, -4.15553, -3.78641], [-4.28061, 0.77448, -1.94928], [-2.07310, 1.24439, -0.96017], [-1.03256, -2.77630, -1.10267], [-3.20273, -3.40009, -2.01187], [-6.96280, -3.46008, -1.05828], [-7.15349, -5.95029, -1.15616], [-4.76675, -6.17301, -4.48513], [-4.50451, -3.68518, -4.58602], [5.09064, 0.01749, -0.60026], [4.27749, -1.08057, -0.37757], [3.11550, -0.94115, 0.37281], [2.73471, 0.32210, 0.89077], [3.53929, 1.43494, 0.60189], [4.71681, 1.26613, -0.10192], [1.50287, 0.34769, 1.53810], [0.91217, 1.45360, 2.17995], [1.55348, 2.30359, 3.07197], [0.82581, 3.30439, 3.69858], [-0.52840, 3.47234, 3.44101], [-1.17893, 2.61244, 2.56743], [-0.46583, 1.59540, 1.95828], [6.03031, -0.09926, -1.12369], [4.57005, -2.05714, -0.74121], [2.53547, -1.83844, 0.63314], [3.24858, 2.41356, 0.96053], [5.36488, 2.12019, -0.25772], [2.60413, 2.16757, 3.29518], [1.32272, 3.95472, 4.40613], [-1.08542, 4.25796, 3.93142], [-2.23792, 2.72846, 2.37774], [-0.99308, 0.85426, 1.32294], [1.46071, -0.51980, -1.86492], [1.39019, 0.74774, -1.84497], [0.64485, 1.31221, -0.99768], [2.21197, 1.58382, -2.80475], [2.85342, 0.67957, -3.81735], [1.99414, 0.76277, -5.05120], [1.63000, 2.23846, -5.09009], [1.35458, 2.58673, -3.61611], [2.97440, 2.07803, -2.20431], [2.91476, -0.27120, -3.44032], [3.79492, 1.00487, -4.03983], [1.11540, 0.13997, -4.88424], [2.53266, 0.40093, -5.92320], [0.76753, 2.42096, -5.72567], [2.46142, 2.82770, -5.47935], [0.30011, 2.46569, -3.37134], [1.62195, 3.61354, -3.38261]],
  "mulliken_charge": [0.04, 0.02, -0.68, -0.46, -0.16, -0.51, 0.26, 0.42, 0.48, 0.45, -0.13, 1.40, -1.13, -0.50, 0.24, -1.42, -0.33, 0.21, -0.09, -0.41, -0.50, -0.33, -0.13, 0.46, 0.52, 0.49, 0.46, 0.43, 0.38, 0.38, 0.45, -0.73, -1.02, 0.31, 0.65, -0.86, -0.77, 0.34, 0.24, -0.24, -0.70, -0.66, -1.12, 0.48, 0.51, 0.52, 0.49, 0.63, 0.49, 0.61, 0.43, 0.44, 0.47, 0.58, -0.90, 1.51, -0.50, 0.06, -0.06, -0.56, -0.66, -0.69, 0.48, 0.30, 0.46, 0.27, 0.44, 0.37, 0.32, 0.32, 0.43],
  "relative_energy_kcal_mol": 20.8,
  "multiplicity": 1,
  "e_homo_ha": -0.57868,
  "homo_lumo_gap_ha": 0.249,
  "total_charge": 3
}



[3]
{
  "formula": "C5H10N3S",
  "method": "ωB97M-V/def2-TZVPD",
  "symbols": ["C", "N", "C", "C", "C", "N", "N", "C", "S", "H", "H", "H", "H", "H", "H", "H", "H", "H", "H"],
  "xyz": [[1.70115, -0.85567, -0.76271], [0.50925, -0.41117, -0.08817], [-0.51228, -1.54478, -0.14960], [-0.01070, 0.88426, -0.58820], [-0.98853, 1.29818, 0.48792], [-2.06025, 2.06235, 0.25627], [-0.60116, 0.76439, 1.62544], [0.42642, -0.05171, 1.42028], [1.60071, -0.70630, 2.46348], [1.64818, -1.47781, -1.60463], [2.40812, -0.08375, -0.98510], [2.11666, -1.59675, 0.01587], [-0.82074, -1.78308, -1.13466], [-0.07417, -2.41074, 0.18122], [-1.32035, -1.23499, 0.50862], [-0.14984, 0.76124, -1.65056], [0.88488, 1.48051, -0.48710], [-2.03447, 2.69514, -0.47335], [-2.72288, 2.21066, 0.96499]],
  "nbo_charge": [-0.46, -0.26, -0.40, -0.31, 0.51, -0.70, -0.53, 0.21, 0.11, 0.25, 0.24, 0.27, 0.23, 0.24, 0.23, 0.26, 0.25, 0.42, 0.43],
  "relative_energy_kcal_mol": 31.6,
  "multiplicity": 1,
  "e_homo_ha": -0.47754,
  "homo_lumo_gap_ha": 0.299,
  "total_charge": 1
}